Entry 1:
7 unconnected molecules or ions with the total composition C17H38F6N6O9S2 in a non-equilibrium geometry, computed with ωB97M-V with the def2-TZVPD basis set.

Results
M = 648.646 g mol⁻¹
gap between HOMO and LUMO = 9.3 eV
2S+1 = 1

CARTESIAN COORDINATES (ANGSTROEM)
N1 9.73736 17.69958 3.03200
H1 10.58389 17.56067 2.44055
H2 8.85217 17.75816 2.44741
H3 9.86526 18.51725 3.64812
H4 9.70639 16.89701 3.68838
C1 8.08549 19.91882 0.30451
F1 7.66163 21.08520 -0.12643
F2 8.41809 19.14896 -0.74276
F3 9.17559 20.08600 1.06347
S1 6.74040 19.13475 1.28135
O1 6.68508 19.89217 2.48944
O2 5.61930 19.16628 0.41929
N2 7.42232 17.64974 1.55382
S2 6.32571 16.57012 1.06962
O3 5.07920 16.66546 1.76913
O4 6.30540 16.40198 -0.35346
C2 7.06277 15.00325 1.69631
F4 8.27341 14.80052 1.11506
F5 7.23186 14.99203 3.00715
F6 6.27539 13.99925 1.33969
C3 9.89151 21.05927 5.24714
O5 9.88668 20.12021 4.46814
N3 10.39934 21.03683 6.47504
C4 10.52316 22.25356 7.23384
C5 10.97404 19.83746 7.03294
H5 9.46039 22.02218 4.94699
H6 9.85370 23.01624 6.85437
H7 11.57391 22.55001 7.26210
H8 10.22941 22.06126 8.27066
H9 10.93993 19.05847 6.27811
H10 12.02598 20.00802 7.29718
H11 10.47089 19.54330 7.95463
C6 12.35750 17.27113 0.27261
O6 11.92188 17.35044 1.42097
N4 11.66361 16.84876 -0.78344
C7 12.28670 16.77858 -2.09854
C8 10.21326 16.60651 -0.72844
H12 13.38353 17.55418 -0.00863
H13 11.55890 16.40725 -2.81465
H14 13.12586 16.08478 -2.09308
H15 12.58876 17.76046 -2.46778
H16 9.81336 16.89646 0.23492
H17 9.71687 17.22238 -1.47893
H18 10.01564 15.56125 -0.96156
C9 14.89755 19.25700 2.22750
O7 15.33041 20.24522 1.67076
N5 14.26944 19.24320 3.41395
C10 13.73782 18.00968 3.93302
C11 13.91453 20.45000 4.11897
H19 15.00124 18.25363 1.78716
H20 14.14648 17.12835 3.45315
H21 12.64896 17.99510 3.91499
H22 14.05908 17.96129 4.98412
H23 12.86832 20.69820 3.92852
H24 14.11019 20.30443 5.18369
H25 14.57238 21.25051 3.78902
C12 9.91723 14.39986 5.02568
O8 9.88440 15.62478 4.95788
N6 10.23232 13.58038 4.02557
C13 10.24824 12.14207 4.23418
C14 10.63482 14.02793 2.72119
H26 9.67936 13.85119 5.94529
H27 11.24556 11.78868 4.48567
H28 9.78841 11.63729 3.38766
H29 9.57677 11.90311 5.06508
H30 11.61382 13.61033 2.45760
H31 9.92034 13.72001 1.95692
H32 10.76785 15.10749 2.68494
C15 7.95288 17.84510 6.77527
C16 6.56350 17.75230 6.17898
O9 5.87399 16.78438 6.32620
C17 6.10895 18.93443 5.33821
H33 7.86928 18.46043 7.68036
H34 8.63807 18.31406 6.07043
H35 8.34815 16.87924 7.08416
H36 5.41295 19.56607 5.89049
H37 5.64630 18.52227 4.44359
H38 6.93415 19.55784 4.99917

Results of the Mulliken charge analysis, in e, for atoms 1 through 4: atom 1 (N): 1.35, atom 2 (H): -0.01, atom 3 (H): -0.07, atom 4 (H): 0.69

***

Entry 2:
C2H2N2O2S in the gas phase in a non-equilibrium geometry, computed with ωB97M-V with the def2-TZVPD basis set.

Results
M = 118.117 g mol⁻¹
relative energy (zero: lowest compared OMol25 entry of this formula, charge and spin) = 7.060 eV
gap between HOMO and LUMO (alpha / beta) = 7.9 / 7.9 eV
2S+1 = 1

CARTESIAN COORDINATES (ANGSTROEM)
C1 0.24949 -0.67513 0.04645
C2 2.72745 0.20884 -0.41225
N1 2.79112 1.29031 0.25642
N2 -0.86463 -0.64651 0.37801
O1 -1.80817 -0.01145 0.69044
O2 3.26098 -0.71724 -0.71938
S1 1.27977 1.09029 -0.33426
H1 1.13879 -1.11447 -0.39977
H2 3.40280 1.98632 -0.07173

Results of the natural (NBO) charge analysis, in e, for atoms 1 through 4: atom 1 (C): -0.16, atom 2 (C): 0.56, atom 3 (N): -0.75, atom 4 (N): 0.18

***

Entry 3:
C5H11N in the gas phase in a non-equilibrium geometry, computed with ωB97M-V with the def2-TZVPD basis set.

Results
SMILES = C=C(CC)NC
M = 85.150 g mol⁻¹
relative energy (zero: lowest compared OMol25 entry of this formula, charge and spin) = 1.463 eV
gap between HOMO and LUMO = 9.4 eV
2S+1 = 1

CARTESIAN COORDINATES (ANGSTROEM)
C1 -2.01987 -0.77082 1.12491
C2 -0.71304 -1.07230 0.40736
C3 -0.04998 0.10262 -0.27666
C4 -0.62747 1.26322 -0.54413
C5 2.37914 0.69357 -0.41895
N1 1.24801 -0.19501 -0.73881
H1 -2.68227 -1.63032 1.22863
H2 -2.57337 -0.14889 0.41911
H3 -1.80687 -0.31229 2.07889
H4 0.03692 -1.42989 1.11449
H5 -0.89803 -1.82478 -0.35818
H6 -0.20924 1.88072 -1.32611
H7 -1.52673 1.56457 -0.03035
H8 3.00063 0.20085 0.33084
H9 3.02325 0.67311 -1.29382
H10 2.00674 1.66058 -0.10150
H11 1.41218 -0.65494 -1.61571

Results of the natural (NBO) charge analysis, in e, for atoms 1 through 4: atom 1 (C): -0.61, atom 2 (C): -0.44, atom 3 (C): 0.20, atom 4 (C): -0.47

***

Entry 4:
A molecular structure, C39H60GeN5OP3STi in a non-equilibrium geometry, computed with ωB97M-V with the def2-TZVPD basis set.

Results
net charge = +1
M = 860.409 g mol⁻¹
relative energy (zero: lowest compared OMol25 entry of this formula, charge and spin) = 0.515 eV
gap between HOMO and LUMO (alpha / beta) = 5.8 / 5.9 eV
2S+1 = 2
expectation value of S² = 0.757

CARTESIAN COORDINATES (ANGSTROEM)
Ti1 0.03673 -0.22014 -1.79603
C1 -3.43124 1.25072 0.68393
C2 -3.23958 2.07556 -0.58216
C3 -4.44515 1.93398 -1.51360
P1 -1.61284 1.78873 -1.44335
C4 -0.46378 2.73893 -0.34480
N1 -0.14857 1.97486 0.84453
Ge1 0.13402 0.06062 0.83058
N2 -1.12637 -1.18024 1.55951
C5 -1.83571 -2.11408 0.70719
P2 -1.16461 -2.29460 -1.00241
C6 -2.69903 -2.76168 -1.93577
C7 -2.42014 -3.39689 -3.30163
C8 -3.59426 -1.53899 -2.11886
C9 -0.17441 -3.86136 -0.88289
C10 0.64323 -4.19222 -2.13862
C11 -0.99964 -5.08498 -0.47101
C12 -1.85230 -0.74430 2.67475
C13 -3.10633 -1.21430 3.06919
C14 -3.78588 -0.60166 4.12027
C15 -3.24221 0.47836 4.79455
C16 -1.96682 0.91887 4.44870
C17 -1.28863 0.28870 3.43117
N3 0.07246 0.57642 3.03123
C18 0.47946 1.96658 3.13229
C19 0.98750 2.54321 4.27475
C20 1.31509 3.89597 4.27533
C21 1.13477 4.63429 3.11701
C22 0.64843 4.04194 1.95489
C23 0.31322 2.68671 1.94567
C24 1.02626 -0.34217 3.63682
C25 0.97147 -0.75625 4.94848
C26 1.96868 -1.59100 5.44349
C27 2.99471 -1.98915 4.60244
C28 3.02531 -1.59277 3.26812
C29 2.02056 -0.76821 2.75968
N4 1.91174 -0.34789 1.43217
C30 2.83786 -0.98782 0.53228
P3 2.48978 -0.48517 -1.18237
C31 2.80711 1.34765 -1.16965
C32 2.93189 1.89743 -2.59582
C33 3.91830 1.85034 -0.24896
C34 3.78873 -1.34397 -2.16991
C35 3.80661 -2.83522 -1.80308
C36 5.20297 -0.77533 -2.06017
C37 -1.75509 2.88686 -2.93222
C38 -0.50210 2.84342 -3.80595
C39 -2.09847 4.33755 -2.58384
H1 -4.36471 1.54560 1.16868
H2 -2.62707 1.40722 1.39655
H3 -3.49874 0.18415 0.47241
H4 -3.16235 3.12220 -0.27669
H5 -4.56670 0.91294 -1.87604
H6 -4.40556 2.59679 -2.37670
H7 -5.34602 2.18904 -0.95274
H8 -0.98241 3.66317 -0.07806
H9 0.41536 3.04892 -0.93268
H10 -2.89386 -1.85330 0.59401
H11 -1.81372 -3.11343 1.15182
H12 -3.21545 -3.48727 -1.30035
H13 -1.68432 -2.82521 -3.86933
H14 -3.34386 -3.41258 -3.88308
H15 -2.06730 -4.42229 -3.22564
H16 -3.13013 -0.81706 -2.79621
H17 -3.81026 -1.03320 -1.17997
H18 -4.54642 -1.83765 -2.56240
H19 0.52220 -3.63019 -0.06778
H20 0.03691 -4.73339 -2.86407
H21 1.47956 -4.84140 -1.87472
H22 1.04069 -3.30762 -2.63386
H23 -1.70024 -5.37336 -1.25337
H24 -1.56100 -4.94611 0.45180
H25 -0.32645 -5.92971 -0.31220
H26 -3.56263 -2.05408 2.56448
H27 -4.75976 -0.97885 4.40663
H28 -3.78470 0.95991 5.59646
H29 -1.50721 1.74736 4.97360
H30 1.13738 1.94270 5.16363
H31 1.71185 4.35781 5.16864
H32 1.38747 5.68693 3.10561
H33 0.55432 4.63439 1.05478
H34 0.15246 -0.43860 5.58247
H35 1.93943 -1.92002 6.47284
H36 3.78419 -2.62569 4.98125
H37 3.83047 -1.93330 2.63186
H38 2.80137 -2.08419 0.59174
H39 3.87201 -0.69418 0.74947
H40 1.87817 1.73015 -0.73070
H41 3.89693 1.64179 -3.03595
H42 2.85989 2.98672 -2.58449
H43 2.16649 1.52392 -3.28129
H44 4.90147 1.48955 -0.54213
H45 3.72962 1.57176 0.78835
H46 3.94170 2.94216 -0.29036
H47 3.45129 -1.24428 -3.20601
H48 4.41417 -2.99374 -0.91027
H49 4.25231 -3.41378 -2.61332
H50 2.81694 -3.24412 -1.60761
H51 5.55221 -0.77070 -1.02640
H52 5.29161 0.23161 -2.46001
H53 5.88205 -1.41492 -2.62844
H54 -2.57975 2.45555 -3.50460
H55 0.33498 3.34667 -3.31670
H56 -0.68603 3.36739 -4.74554
H57 -0.19122 1.83061 -4.06318
H58 -1.26420 4.82513 -2.07654
H59 -2.98498 4.43868 -1.95963
H60 -2.28424 4.89454 -3.50445
O1 1.16711 0.02908 -5.67139
S1 0.69746 -1.09025 -4.90538
N5 0.23752 -0.83722 -3.52270

Results of the Mulliken charge analysis, in e, for atoms 1 through 4: atom 1 (Ti): -1.14, atom 2 (C): -0.83, atom 3 (C): 0.27, atom 4 (C): -1.59

***

Entry 5:
C7H7Cl2NO in the gas phase in a non-equilibrium geometry, computed with ωB97M-V with the def2-TZVPD basis set.

Results
SMILES = C[C@@H]1C(Cl)(Cl)[C@]1(C)C(=O)C#N
M = 192.045 g mol⁻¹
relative energy (zero: lowest compared OMol25 entry of this formula, charge and spin) = 2.835 eV
gap between HOMO and LUMO = 9.2 eV
2S+1 = 1

CARTESIAN COORDINATES (ANGSTROEM)
C1 -1.58619 2.83776 -0.57644
C2 -0.77829 2.08025 0.36203
C3 0.65785 -0.21146 0.38249
C4 0.06194 0.83808 -0.49710
C5 1.48582 0.90565 -0.17728
C6 0.57950 -0.46569 1.93322
C7 -0.50628 0.58922 -1.83639
N1 -2.41702 3.23479 -1.24027
O1 -0.54692 2.36396 1.51004
Cl1 2.63168 0.41598 -1.44864
Cl2 2.20571 2.07611 0.87181
H1 0.79588 -1.06894 -0.15751
H2 -0.16730 -1.26771 1.92826
H3 0.04142 0.42292 2.36519
H4 1.61225 -0.67468 2.28169
H5 -1.64142 0.43223 -1.64334
H6 -0.28516 -0.36336 -2.36448
H7 -0.28342 1.44488 -2.45085

Results of the natural (NBO) charge analysis, in e, for atoms 1 through 4: atom 1 (C): 0.15, atom 2 (C): 0.52, atom 3 (C): -0.23, atom 4 (C): -0.13